Formula: C4H8N2O
Source: the OMol25 dataset
Level of theory: ωB97M-V/def2-TZVPD

Structure (ORCA input):
```
! RIJCOSX wB97M-V def2-TZVPD def2/J DEFGRID3
* xyz 0 1
N -1.475 0.840 -0.628
C -0.815 1.500 0.353
O -1.282 2.406 1.018
C 0.635 1.069 0.552
N 0.982 -0.242 0.037
C 0.834 -1.499 0.468
C 0.667 -1.174 -1.021
H -2.440 1.084 -0.780
H -1.065 0.053 -1.120
H 1.284 1.811 0.072
H 0.856 1.099 1.626
H 1.385 -2.033 1.227
H -0.544 -1.932 0.536
H 1.504 -1.228 -1.749
H -0.526 -1.754 -0.591
*
```

The maximum force is 3.50 eV/A. The energy is -341.776314 Ha.